# 1
Here is a cluster of 15 separate species, C17H47BF3N14O30 in total at a distorted geometry from OMol25. Energies are from ωB97M-V/def2-TZVPD.

Last column: Löwdin charge in e.
Element x y z (Å)
F -2.888 0.022 1.755  0.072
C -3.942 0.750 1.164  -0.362
F -5.108 0.538 1.935  0.055
F -4.166 0.216 -0.129  0.046
C -3.637 2.304 1.132  -0.220
C -2.557 2.884 0.080  -0.145
O -1.502 3.430 0.925  -0.129
B -2.277 3.841 2.132  -0.645
O -3.059 2.584 2.403  -0.107
H -4.581 2.915 0.988  0.152
H -2.077 2.121 -0.639  0.104
H -2.890 3.800 -0.523  0.117
H -3.188 4.617 1.902  0.063
H -1.672 4.322 3.041  0.047
C -1.763 2.720 -4.566  0.030
N -2.568 2.575 -3.327  -0.414
O -3.412 3.424 -3.104  0.065
O -2.321 1.614 -2.624  0.045
H -2.087 3.614 -5.092  0.070
H -0.720 2.803 -4.272  0.068
H -1.933 1.831 -5.174  0.072
C 1.926 5.764 -3.945  0.044
N 0.576 5.150 -4.016  -0.421
O 0.040 5.101 -5.118  0.024
O 0.106 4.742 -2.970  0.101
H 2.219 6.081 -4.943  0.093
H 1.863 6.618 -3.272  0.101
H 2.610 5.009 -3.563  0.101
C -2.363 -2.210 -0.597  0.037
N -1.186 -2.962 -1.106  -0.441
O -0.551 -2.462 -2.013  0.067
O -0.943 -4.034 -0.575  0.017
H -2.458 -1.284 -1.158  0.089
H -3.240 -2.840 -0.739  0.104
H -2.190 -2.005 0.458  0.076
C 0.314 -3.828 2.606  0.031
N 0.244 -2.348 2.510  -0.425
O 0.102 -1.867 1.400  0.064
O 0.335 -1.725 3.549  0.077
H 0.219 -4.248 1.606  0.075
H 1.277 -4.085 3.043  0.091
H -0.506 -4.155 3.239  0.067
C -3.210 3.361 6.028  0.051
N -3.281 4.842 5.937  -0.437
O -3.422 5.321 4.836  0.084
O -3.190 5.470 6.987  0.002
H -3.303 2.943 5.025  0.093
H -2.245 3.106 6.465  0.070
H -4.032 3.030 6.662  0.097
C -1.050 -6.197 6.729  0.050
N -0.651 -5.324 5.597  -0.423
O -1.340 -4.350 5.371  0.093
O 0.345 -5.652 4.974  0.018
H -1.946 -5.786 7.188  0.098
H -1.242 -7.189 6.325  0.087
H -0.224 -6.211 7.439  0.102
C -2.388 6.684 -7.019  0.049
N -1.749 5.599 -7.804  -0.428
O -0.939 5.920 -8.652  0.074
O -2.085 4.460 -7.538  0.038
H -1.997 7.640 -7.360  0.095
H -3.462 6.624 -7.189  0.103
H -2.144 6.518 -5.971  0.095
C 3.618 -6.748 4.640  0.026
N 4.272 -7.833 3.863  -0.445
O 5.078 -7.506 3.011  0.060
O 3.952 -8.976 4.136  0.053
H 3.996 -5.792 4.292  0.087
H 2.545 -6.824 4.470  0.077
H 3.864 -6.901 5.687  0.088
C 0.288 -8.122 2.229  0.059
N -0.517 -8.299 3.465  -0.435
O -1.362 -7.459 3.709  0.051
O -0.272 -9.276 4.147  0.065
H -0.038 -7.215 1.726  0.096
H 1.333 -8.045 2.527  0.089
H 0.121 -8.995 1.601  0.104
C 0.581 5.565 8.313  0.037
N 0.099 4.481 7.421  -0.443
O -0.569 3.595 7.925  0.043
O 0.406 4.557 6.250  0.086
H 0.232 5.367 9.324  0.091
H 1.669 5.564 8.272  0.095
H 0.172 6.502 7.940  0.102
C 1.814 0.177 -5.958  0.042
N 1.753 1.655 -6.089  -0.429
O 1.611 2.117 -7.209  0.051
O 1.848 2.302 -5.063  0.057
H 1.717 -0.266 -6.946  0.081
H 2.777 -0.073 -5.517  0.085
H 0.992 -0.131 -5.314  0.110
C 5.632 0.897 -8.429  0.046
N 4.688 -0.020 -7.739  -0.435
O 3.738 -0.430 -8.379  0.064
O 4.936 -0.293 -6.579  0.060
H 5.288 1.051 -9.449  0.096
H 5.639 1.836 -7.878  0.103
H 6.613 0.425 -8.419  0.100
C 5.989 -3.251 6.599  0.050
N 5.459 -4.631 6.454  -0.431
O 6.266 -5.540 6.400  0.077
O 4.249 -4.753 6.400  0.037
H 7.075 -3.295 6.634  0.095
H 5.653 -2.678 5.737  0.107
H 5.588 -2.841 7.525  0.103
C -1.770 1.540 -8.609  0.046
N -2.719 0.619 -7.934  -0.437
O -3.668 0.212 -8.579  0.064
O -2.474 0.342 -6.775  0.048
H -2.106 1.705 -9.630  0.097
H -1.765 2.472 -8.044  0.062
H -0.788 1.068 -8.597  0.095

As for the net charge: -1. The highest occupied orbital energy is -3.88 eV. Its HOMO-LUMO gap is 4.9 eV. Its calculated total energy is -109468.88085 eV.

***

# 2
Here is a structure of composition C49H29Cl4N6NiO2 from OMol25. Energies are from ωB97M-V/def2-TZVPD.

Last column: Löwdin charge in e.
Element x y z (Å)
Ni -0.333 0.515 -0.568  0.549
Cl -9.661 -0.225 -0.481  0.628
C -7.917 -0.123 -0.487  -0.673
C -7.302 1.006 -0.999  -0.106
C -5.918 1.076 -1.004  -0.024
C -5.139 0.032 -0.509  -0.189
C -5.790 -1.082 0.019  -0.019
C -7.174 -1.170 0.028  -0.100
C -3.657 0.132 -0.511  -0.066
C -2.906 -0.822 -1.150  -0.206
C -3.406 -2.053 -1.734  0.003
C -2.343 -2.861 -1.894  -0.008
C -1.162 -2.108 -1.487  -0.217
C 0.166 -2.526 -1.641  -0.045
C 0.575 -3.928 -1.345  -0.126
C 1.900 -4.362 -1.489  -0.037
C 2.302 -5.641 -1.139  -0.118
C 1.383 -6.516 -0.591  -0.678
Cl 1.882 -8.127 -0.133  0.624
C 0.089 -6.101 -0.344  -0.106
C -0.294 -4.817 -0.694  -0.033
C 1.103 -1.549 -2.027  -0.210
N 0.992 -0.245 -1.718  0.077
C 2.051 0.410 -2.292  -0.210
C 2.520 1.641 -1.895  -0.063
C 3.750 2.156 -2.552  -0.191
C 4.963 2.212 -1.868  -0.020
C 6.118 2.658 -2.491  -0.100
C 6.057 3.050 -3.817  -0.672
Cl 7.508 3.612 -4.613  0.629
C 4.871 3.000 -4.525  -0.106
C 3.723 2.554 -3.886  -0.023
C 1.983 2.328 -0.793  -0.215
C 2.611 3.416 -0.098  -0.005
C 1.864 3.651 1.012  0.003
C 0.747 2.756 0.948  -0.214
N 0.851 1.963 -0.152  0.088
C -0.374 2.812 1.775  -0.061
C -1.568 2.197 1.464  -0.211
C -2.837 2.463 2.090  0.010
C -3.773 1.819 1.356  0.006
C -3.067 1.107 0.317  -0.217
N -1.751 1.358 0.398  0.087
C -0.310 3.658 3.001  -0.202
C 0.010 3.074 4.222  0.001
C 0.072 3.839 5.378  -0.099
C -0.188 5.196 5.302  -0.672
Cl -0.110 6.165 6.753  0.629
C -0.512 5.801 4.101  -0.106
C -0.570 5.023 2.953  -0.025
C 2.783 -0.521 -3.125  0.014
C 2.230 -1.733 -2.930  -0.013
N -1.539 -0.863 -1.131  0.079
H -7.901 1.817 -1.391  0.101
H -5.427 1.954 -1.405  0.124
H -5.200 -1.878 0.456  0.130
H -7.669 -2.035 0.446  0.103
H -4.432 -2.268 -1.985  0.108
H -2.336 -3.845 -2.331  0.109
H 2.660 -3.679 -1.831  0.089
H 3.332 -5.946 -1.266  0.104
H -0.604 -6.760 0.161  0.105
H -1.269 -4.486 -0.380  0.107
H 5.003 1.874 -0.840  0.131
H 7.059 2.689 -1.959  0.103
H 4.846 3.308 -5.561  0.101
H 2.787 2.509 -4.428  0.124
H 3.510 3.926 -0.401  0.101
H 2.036 4.381 1.786  0.107
H -2.985 3.074 2.966  0.110
H -4.837 1.785 1.525  0.107
H 0.208 2.010 4.260  0.132
H 0.320 3.388 6.329  0.103
H -0.714 6.862 4.066  0.101
H -0.822 5.480 2.004  0.127
H 3.636 -0.277 -3.737  0.110
H 2.509 -2.656 -3.408  0.101
C 3.437 -3.088 1.526  -0.044
N 2.066 -2.646 1.647  -0.060
C 1.129 -3.497 2.157  -0.100
C -0.158 -3.144 2.254  -0.020
C -0.566 -1.825 1.756  -0.526
O -1.763 -1.504 1.783  -0.018
N 0.388 -1.003 1.224  0.158
C 1.692 -1.351 1.194  -0.518
O 2.593 -0.626 0.760  -0.003
H 3.512 -3.936 0.840  0.069
H 3.835 -3.387 2.500  0.085
H 4.021 -2.258 1.139  0.079
H 1.504 -4.464 2.475  0.122
H -0.905 -3.808 2.662  0.097

As for the net charge: -1. The highest occupied orbital energy (alpha / beta) is -4.26 / -4.25 eV. Its HOMO-LUMO gap (alpha / beta) is 5.5 / 5.5 eV. Its calculated total energy is -155457.68308 eV.

***

# 3
Here is a cluster of 7 separate species, C28H77N7O7 in total at a distorted geometry from OMol25. Energies are from ωB97M-V/def2-TZVPD.

Last column: Löwdin charge in e.
Element x y z (Å)
C -11.756 -9.794 -16.786  -0.111
O -11.730 -10.213 -15.439  -0.167
C -13.014 -10.336 -14.892  -0.234
C -12.974 -11.144 -13.611  -0.410
C -14.394 -11.534 -13.161  -0.059
N -12.301 -10.504 -12.476  0.038
H -11.908 -8.700 -16.791  0.089
H -12.597 -10.124 -17.403  0.086
H -10.788 -9.968 -17.245  0.086
H -13.496 -9.356 -14.750  0.136
H -13.739 -10.835 -15.553  0.122
H -12.400 -12.058 -13.795  0.137
H -14.948 -12.038 -13.949  0.064
H -14.876 -10.587 -12.896  0.083
H -14.418 -12.151 -12.263  0.050
H -11.519 -9.987 -12.877  0.089
H -12.853 -9.833 -11.953  0.086
C -6.741 -11.905 -14.781  -0.124
O -6.954 -11.158 -13.609  -0.210
C -6.324 -11.762 -12.467  -0.187
C -6.412 -10.751 -11.323  -0.406
C -5.837 -11.190 -9.959  -0.061
N -7.845 -10.359 -11.133  0.039
H -7.594 -11.876 -15.460  0.083
H -6.557 -12.976 -14.640  0.084
H -5.860 -11.507 -15.295  0.087
H -6.802 -12.719 -12.241  0.117
H -5.291 -11.927 -12.806  0.125
H -5.848 -9.858 -11.600  0.132
H -6.288 -12.120 -9.610  0.071
H -6.023 -10.380 -9.260  0.068
H -4.769 -11.384 -10.071  0.071
H -8.426 -11.187 -10.931  0.031
H -8.076 -10.194 -12.113  0.059
C -11.916 -18.105 -11.389  -0.096
O -11.759 -19.156 -12.324  -0.199
C -10.420 -19.554 -12.570  -0.228
C -10.444 -20.594 -13.670  -0.436
C -11.191 -20.139 -14.902  -0.074
N -11.071 -21.808 -13.088  0.033
H -11.224 -18.195 -10.549  0.096
H -12.961 -18.195 -11.090  0.083
H -11.819 -17.118 -11.846  0.070
H -9.862 -18.667 -12.897  0.124
H -9.881 -19.965 -11.713  0.123
H -9.385 -20.769 -13.881  0.137
H -12.261 -20.063 -14.701  0.073
H -11.014 -20.797 -15.751  0.076
H -10.945 -19.101 -15.153  0.076
H -10.973 -22.584 -13.745  0.067
H -12.076 -21.663 -13.178  0.065
C -16.336 -11.483 -9.756  -0.127
O -16.357 -12.774 -9.219  -0.168
C -17.217 -13.644 -9.893  -0.235
C -18.709 -13.321 -9.846  -0.435
C -19.121 -13.175 -8.372  -0.068
N -19.557 -14.400 -10.327  0.029
H -17.035 -10.761 -9.323  0.087
H -16.556 -11.485 -10.833  0.081
H -15.361 -10.992 -9.711  0.083
H -16.800 -13.839 -10.892  0.120
H -17.187 -14.628 -9.409  0.128
H -18.921 -12.338 -10.291  0.128
H -20.191 -13.157 -8.149  0.073
H -18.769 -12.209 -7.996  0.075
H -18.769 -14.017 -7.773  0.085
H -20.543 -14.322 -10.139  0.067
H -19.497 -14.681 -11.299  0.071
C -13.787 -15.249 -10.906  -0.115
O -12.391 -15.107 -10.915  -0.203
C -11.978 -13.756 -10.678  -0.179
C -10.634 -13.447 -11.268  -0.413
C -9.534 -14.333 -10.651  -0.044
N -10.247 -12.067 -10.967  0.035
H -14.076 -16.249 -11.221  0.072
H -14.245 -14.559 -11.628  0.063
H -14.214 -15.037 -9.919  0.094
H -12.717 -13.047 -11.064  0.107
H -11.931 -13.663 -9.592  0.115
H -10.560 -13.602 -12.349  0.141
H -9.768 -15.387 -10.845  0.068
H -9.487 -14.229 -9.566  0.082
H -8.594 -14.130 -11.160  0.061
H -10.930 -11.413 -11.375  0.038
H -10.306 -11.940 -9.951  0.059
C -11.734 -11.931 -7.366  -0.107
O -10.759 -11.171 -8.077  -0.220
C -10.839 -9.808 -7.634  -0.204
C -9.696 -8.996 -8.177  -0.419
C -9.318 -7.804 -7.307  -0.061
N -9.996 -8.506 -9.584  0.028
H -11.415 -12.969 -7.412  0.083
H -12.731 -11.690 -7.733  0.090
H -11.722 -11.713 -6.292  0.084
H -11.830 -9.407 -7.870  0.131
H -10.743 -9.828 -6.542  0.116
H -8.860 -9.664 -8.408  0.127
H -8.996 -8.143 -6.322  0.076
H -10.126 -7.085 -7.186  0.081
H -8.476 -7.347 -7.827  0.074
H -9.803 -9.315 -10.175  0.019
H -9.208 -7.906 -9.818  0.052
C -17.909 -15.280 -16.806  -0.098
O -16.552 -15.450 -16.446  -0.188
C -16.406 -16.408 -15.437  -0.250
C -15.064 -16.404 -14.745  -0.382
C -14.604 -14.946 -14.528  -0.077
N -14.070 -17.031 -15.665  0.029
H -18.412 -14.842 -15.932  0.086
H -18.404 -16.250 -16.926  0.087
H -17.991 -14.645 -17.679  0.088
H -17.116 -16.242 -14.608  0.124
H -16.635 -17.397 -15.851  0.128
H -15.020 -17.005 -13.841  0.134
H -15.348 -14.292 -14.068  0.064
H -14.299 -14.444 -15.448  0.077
H -13.664 -14.960 -13.968  0.072
H -13.915 -16.383 -16.435  0.066
H -13.131 -17.067 -15.273  0.061

As for the net charge: 0. The highest occupied orbital energy is -8.53 eV. Its HOMO-LUMO gap is 9.0 eV. Its relative energy (zero: lowest compared OMol25 entry of this formula, charge and spin) is 45.55 kcal per mole. As for the SMILES: COC[C@H](C)N.COC[C@H](C)N.COC[C@H](C)N.COC[C@H](C)N.COC[C@H](C)N.COC[C@H](C)N.COC[C@H](C)N. Its calculated total energy is -55043.15987 eV.